1.
{
  "formula": "CH6P2S",
  "method": "ωB97M-V with the def2-TZVPD basis set",
  "symbols": ["S", "H", "P", "H", "H", "P", "H", "H", "C", "H"],
  "positions_angstrom": [[1.71, -0.23, -0.63], [1.94, -2.47, -0.01], [-2.07, 0.47, -0.55], [1.76, -1.38, 1.49], [-3.02, -0.54, -0.58], [1.51, 1.49, 0.43], [-3.03, 1.46, -0.63], [1.47, 2.18, -0.78], [1.81, -1.50, 0.43], [-2.08, 0.50, 0.84]],
  "total_charge": 0,
  "homo_ev": [-7.73, -7.74]
}

=====

2.
{
  "formula": "CH6P2S",
  "method": "ωB97M-V with the def2-TZVPD basis set",
  "symbols": ["S", "P", "H", "P", "H", "H", "H", "H", "C", "H"],
  "positions_angstrom": [[-2.30, 0.74, -1.23], [-0.28, -1.22, 0.19], [1.41, 0.56, 0.85], [-0.46, -0.07, -1.67], [-0.90, -1.39, -2.38], [0.99, -1.49, -0.21], [-0.39, 0.83, 1.23], [0.51, -0.40, 2.13], [0.51, 0.16, 1.20], [-2.00, 2.03, -1.68]],
  "total_charge": 0,
  "homo_ev": -8.96
}

=====

3.
{
  "formula": "CH6Si2",
  "method": "ωB97M-V with the def2-TZVPD basis set",
  "symbols": ["H", "C", "H", "Si", "H", "H", "Si", "H", "H"],
  "positions_angstrom": [[-1.59, 1.33, 1.14], [0.04, -1.05, -0.06], [-0.03, -1.61, -1.08], [-1.06, 0.51, -0.01], [1.53, 1.32, 1.14], [2.40, 0.54, -1.08], [1.22, 0.53, -0.04], [-2.52, 0.18, -0.68], [0.00, -1.76, 0.67]],
  "total_charge": 0,
  "homo_ev": -8.67
}

=====

4.
{
  "formula": "CH6Si3",
  "method": "ωB97M-V with the def2-TZVPD basis set",
  "symbols": ["Si", "H", "Si", "H", "H", "H", "C", "Si", "H", "H"],
  "positions_angstrom": [[3.33, 0.08, -0.22], [-3.68, 0.76, -0.76], [-0.36, 0.34, -0.22], [2.92, 1.27, 0.40], [0.08, 1.75, 0.29], [1.18, -1.59, -0.20], [1.36, -0.55, 0.13], [-2.66, -0.04, -0.16], [1.16, -0.51, 1.14], [-3.31, -1.50, -0.40]],
  "total_charge": 0,
  "homo_ev": -7.37
}

=====

Maximum force, record by record: 1.12; 4.24; 3.00; 3.33 eV/Å
Energy relative to the best compared isomer or geometry (same formula, charge and spin), record by record: 213.61; 26.19; 74.41; 162.22 kJ/mol
Total energy, record by record: -1122.4781; -1122.5495; -620.5567; -909.9534 Eh